Here is a structure of composition C48H43As2N4O6PS4V at a distorted geometry from the Open Molecules 2025 dataset. Energies are from ωB97M-V with the def2-TZVPD basis set.

Output
Total energy: -9875.2522 hartree
Strongest force on any atom: 0.0490 Eh/bohr
Total charge: -1
E_HOMO (alpha / beta): -0.1686 / -0.1687 Ha
Multiplicity: 3

Positions of all 109 atoms, in Å:
V -0.90000 0.50234 0.68730
N 5.60058 5.11637 0.95647
C 4.27391 4.75484 1.16502
C 3.34713 5.69367 1.63044
C 2.00550 5.36932 1.72266
C 1.58314 4.09750 1.36690
C 2.49755 3.14265 0.93080
C 3.83712 3.46562 0.84847
S -0.14533 3.79973 1.22975
O -0.48046 4.07982 -0.14056
O -0.85745 4.50268 2.25480
N -0.27734 2.17490 1.40136
C 0.22745 1.57644 2.55500
N 0.83731 2.21149 3.53279
C 1.33201 1.42191 4.49783
C 1.24077 0.04264 4.48926
C 0.57219 -0.53005 3.43077
N 0.05306 0.24466 2.47750
H 5.93159 5.93236 1.43720
H 6.26598 4.36524 0.89586
H 3.68777 6.68630 1.90755
H 1.27102 6.08868 2.06925
H 2.16710 2.14597 0.66681
H 4.55625 2.72132 0.52228
H 1.83297 1.94546 5.30444
H 1.68942 -0.56804 5.25719
H 0.44068 -1.59674 3.32326
O -1.10641 -3.01071 0.65029
S -1.66704 -1.84372 0.05117
O -2.46580 -2.04999 -1.12102
O -2.35789 -0.93202 1.04836
O -0.48244 -0.84362 -0.35382
C 0.14934 1.43768 -2.82154
C -1.15593 2.24144 -2.60139
As -2.26446 1.59914 -1.06491
C -3.34687 3.18584 -0.72531
C -3.68882 4.02715 -1.77382
C -4.35179 5.21918 -1.52419
C -4.67752 5.57475 -0.21988
C -4.36737 4.71811 0.82574
C -3.71432 3.52209 0.57039
C -3.74761 0.63626 -1.90138
C -3.98912 0.65322 -3.26595
C -5.07878 -0.02595 -3.79494
C -5.93353 -0.73039 -2.95749
C -5.69896 -0.73934 -1.58917
C -4.61799 -0.05182 -1.06315
As -0.30944 -0.41320 -3.36762
C -0.12904 -0.10812 -5.32416
C 1.03803 0.32663 -5.94505
C 1.15201 0.32044 -7.32790
C 0.09102 -0.11765 -8.11555
C -1.08664 -0.53426 -7.51153
C -1.18897 -0.53173 -6.12365
C 1.42889 -1.28010 -3.19260
C 2.60134 -0.63053 -2.82581
C 3.80275 -1.32649 -2.76773
C 3.83835 -2.67952 -3.07166
C 2.66763 -3.34016 -3.42247
C 1.47067 -2.64242 -3.48286
H 0.71060 1.38907 -1.88877
H 0.76246 1.91166 -3.58144
H -1.72259 2.20949 -3.52358
H -0.93637 3.26127 -2.31852
H -3.42522 3.75990 -2.78848
H -4.60468 5.87914 -2.34546
H -5.16231 6.52280 -0.01916
H -4.61189 4.99001 1.84576
H -3.45521 2.86551 1.38994
H -3.32509 1.17574 -3.93799
H -5.25076 -0.01221 -4.86630
H -6.76800 -1.28411 -3.37193
H -6.35058 -1.30321 -0.93107
H -4.42090 -0.08892 -0.00251
H 1.87859 0.65118 -5.34061
H 2.07909 0.63329 -7.79443
H 0.18800 -0.13844 -9.19539
H -1.91326 -0.88228 -8.12011
H -2.09691 -0.88208 -5.64337
H 2.58416 0.42013 -2.55551
H 4.71245 -0.81172 -2.48503
H 4.77889 -3.21444 -3.02079
H 2.68689 -4.39830 -3.65167
H 0.55201 -3.15251 -3.74913
S 4.20586 -2.03098 3.87208
P 3.27392 -2.91719 2.35350
S 2.33511 -1.74256 1.05734
C 4.45098 -3.97685 1.41317
C 5.82204 -3.80851 1.56687
C 6.71185 -4.57792 0.82175
C 6.23321 -5.51322 -0.08684
C 4.86311 -5.67562 -0.25082
C 3.97462 -4.91054 0.49404
C 2.12028 -4.18791 2.99937
C 2.39914 -4.82143 4.20973
C 1.56616 -5.83189 4.67666
C 0.45480 -6.21808 3.93204
C 0.16823 -5.57546 2.73553
C 0.99319 -4.55589 2.27022
H 6.17769 -3.07858 2.28516
H 7.78072 -4.45123 0.95794
H 6.92602 -6.11059 -0.66960
H 4.48013 -6.40285 -0.95826
H 2.90749 -5.03764 0.36272
H 3.26299 -4.50351 4.78118
H 1.78064 -6.31360 5.62429
H -0.19162 -7.00966 4.29403
H -0.70698 -5.85856 2.16054
H 0.73812 -4.02046 1.36244